Below is a structure of composition C41H54As3GeN2OV, with properties calculated with ωB97M-V/def2-TZVPD.

Its total charge is +1. The multiplicity is 2. For the max |F|, the calculation gives 0.7 eV Å⁻¹. Its energy above the lowest of the compared OMol25 structures with the same formula, charge and spin is 0.180 eV. The value obtained for the molecular weight is 939.22 g mol⁻¹.

The geometry in XYZ format:
```
103
C41H54As3GeN2OV, DFT ωB97M-V/def2-TZVPD
V 0.21 0.15 0.86
O 2.18 1.39 1.19
C 2.59 2.24 0.11
C 2.27 3.66 0.43
C 3.22 4.65 0.24
C 2.89 5.97 0.50
C 1.62 6.25 0.96
C 0.73 5.20 1.13
N 1.04 3.93 0.87
H 2.61 0.54 1.04
H 2.07 1.93 -0.81
H 3.66 2.12 -0.07
H 4.21 4.39 -0.12
H 3.61 6.76 0.35
H 1.30 7.26 1.19
H -0.27 5.39 1.49
C -0.71 3.07 -1.73
As -1.33 1.91 -0.29
C -1.92 3.23 1.02
C -3.00 1.30 -1.13
C -3.97 0.33 -0.42
C -5.21 0.28 -1.32
C -3.40 -1.09 -0.38
As -1.71 -1.49 0.56
C -1.30 -3.07 -0.48
C -2.29 -2.35 2.21
C -4.34 0.83 0.98
As -6.13 0.38 1.72
C -5.71 1.11 3.50
C -5.89 -1.51 2.21
H -0.97 2.61 -2.69
H 0.37 3.18 -1.67
H -1.18 4.05 -1.66
H -2.63 3.93 0.57
H -1.04 3.75 1.37
H -2.40 2.73 1.86
H -2.68 0.86 -2.08
H -3.54 2.22 -1.38
H -4.94 0.04 -2.35
H -5.73 1.24 -1.32
H -5.92 -0.48 -0.98
H -3.21 -1.43 -1.40
H -4.14 -1.77 0.04
H -2.19 -3.70 -0.56
H -0.50 -3.64 0.00
H -0.97 -2.76 -1.47
H -3.09 -3.07 2.03
H -2.63 -1.61 2.93
H -1.43 -2.88 2.64
H -4.38 1.92 0.97
H -3.57 0.55 1.71
H -5.59 2.19 3.42
H -4.81 0.67 3.90
H -6.54 0.91 4.17
H -5.96 -2.15 1.33
H -6.70 -1.78 2.88
H -4.94 -1.68 2.72
C 1.11 -0.37 5.59
C 0.37 0.65 5.01
C 0.17 0.62 3.65
N 0.66 -0.34 2.86
C 1.38 -1.32 3.41
C 1.63 -1.37 4.77
H 1.29 -0.39 6.65
H -0.05 1.45 5.61
H -0.40 1.41 3.16
H 1.77 -2.06 2.73
H 2.22 -2.18 5.18
C 1.04 -0.86 -0.18
Ge 2.10 -1.60 -1.60
C 1.04 -1.47 -3.23
C 0.25 -0.33 -3.42
C -0.55 -0.18 -4.54
C -0.58 -1.19 -5.50
C 0.19 -2.33 -5.33
C 0.99 -2.46 -4.20
C 3.68 -0.46 -1.71
C 3.80 0.56 -2.65
C 4.89 1.43 -2.63
C 5.87 1.29 -1.65
C 5.77 0.27 -0.71
C 4.68 -0.59 -0.74
C 2.69 -3.42 -1.20
C 3.58 -4.09 -2.04
C 4.02 -5.36 -1.73
C 3.59 -5.99 -0.57
C 2.71 -5.33 0.28
C 2.26 -4.06 -0.04
H 0.26 0.45 -2.66
H -1.14 0.71 -4.68
H -1.20 -1.08 -6.38
H 0.17 -3.11 -6.07
H 1.57 -3.37 -4.08
H 3.04 0.68 -3.42
H 4.97 2.21 -3.37
H 6.72 1.96 -1.64
H 6.54 0.15 0.04
H 4.62 -1.39 -0.01
H 3.95 -3.61 -2.94
H 4.72 -5.87 -2.39
H 3.94 -6.99 -0.33
H 2.37 -5.82 1.19
H 1.57 -3.55 0.62
```

***

Below is the ion C6H13N3O with charge +2, with properties calculated with ωB97M-V/def2-TZVPD.

Its total charge is +2. The multiplicity is 3. For the max |F|, the calculation gives 6.9 eV Å⁻¹. The value obtained for the molecular weight is 143.19 g mol⁻¹. The total energy is -474.93013 a.u.

The geometry in XYZ format:
```
23
C6H13N3O, DFT ωB97M-V/def2-TZVPD
C 1.88 -0.33 -0.17
C 4.27 0.53 -0.06
C -1.19 -2.22 -0.47
C -2.31 1.72 0.97
C -1.18 -0.83 -0.88
C -1.00 1.44 0.26
N 0.79 -0.14 0.25
N 3.15 -0.50 -0.31
N -0.57 0.04 0.28
O 4.11 1.60 0.34
H 5.21 0.02 -0.43
H -1.95 -2.43 0.35
H -1.62 -2.79 -1.34
H -0.13 -2.67 -0.19
H -3.31 1.65 0.45
H -2.38 1.14 1.90
H -2.33 2.74 1.22
H -2.08 -0.37 -1.11
H -0.57 -0.62 -1.72
H -0.22 2.07 0.74
H -1.29 1.56 -0.85
H 3.60 -1.34 -0.57
H -0.88 -0.27 1.34
```

***

Below is the molecule C5H15NSi, with properties calculated with ωB97M-V/def2-TZVPD.

For the max |F|, the calculation gives 4.0 eV Å⁻¹. Its energy above the lowest of the compared OMol25 structures with the same formula, charge and spin is 1.003 eV. The SMILES is CC[Si@H](N)C(C)C. The value obtained for the molecular weight is 117.27 g mol⁻¹.

The geometry in XYZ format:
```
22
C5H15NSi, DFT ωB97M-V/def2-TZVPD
C -0.71 0.79 2.60
C -0.52 0.86 -1.51
C -0.03 -1.51 -2.22
C -0.79 -0.39 1.55
C 0.45 -0.28 -1.49
N 1.77 0.79 0.67
Si 0.84 -0.60 0.39
H 0.25 0.79 3.08
H -0.77 1.65 1.88
H -1.52 0.65 3.31
H -0.02 1.80 -1.30
H -0.82 1.03 -2.62
H -1.33 0.61 -0.82
H -0.90 -1.84 -1.67
H 0.72 -2.42 -2.12
H -0.15 -1.25 -3.21
H -1.88 -0.29 1.04
H -1.05 -1.30 2.06
H 1.24 0.14 -2.15
H 1.68 1.13 1.63
H 2.11 1.60 0.10
H 1.44 -1.96 0.79
```

***

Below is the molecule C18H22ClN5O4S, with properties calculated with ωB97M-V/def2-TZVPD.

For the max |F|, the calculation gives 0.2 eV Å⁻¹. Its energy above the lowest of the compared OMol25 structures with the same formula, charge and spin is 0.446 eV. The SMILES is C[C@@H]1CN(C(=O)c2cc(Cl)c3ccncc3n2)C[C@@H]1NC(=O)[C@@H](C)NS(C)(=O)=O. The value obtained for the molecular weight is 439.92 g mol⁻¹.

The geometry in XYZ format:
```
51
C18H22ClN5O4S, DFT ωB97M-V/def2-TZVPD
C -4.36 0.75 -2.88
C -3.05 0.30 -2.26
N -2.11 1.45 -2.39
S -0.64 1.46 -1.63
C 0.18 2.72 -2.54
O -0.83 1.91 -0.28
O 0.06 0.21 -1.83
C -3.31 -0.16 -0.81
O -4.35 0.10 -0.24
N -2.35 -0.94 -0.29
C -2.45 -1.58 1.02
C -1.44 -2.72 1.05
N -0.18 -2.00 1.25
C 0.90 -2.37 0.53
O 0.91 -3.38 -0.17
C 2.14 -1.51 0.54
C 2.98 -1.62 -0.59
C 4.11 -0.87 -0.64
Cl 5.16 -0.96 -2.01
C 4.44 -0.01 0.44
C 5.58 0.82 0.53
C 5.75 1.59 1.64
N 4.89 1.61 2.69
C 3.83 0.85 2.62
C 3.53 0.01 1.52
N 2.39 -0.73 1.56
C -0.41 -0.72 1.95
C -1.93 -0.70 2.17
C -2.51 0.69 2.29
H -5.08 -0.07 -2.87
H -4.78 1.58 -2.31
H -4.21 1.07 -3.92
H -2.65 -0.56 -2.81
H -1.96 1.65 -3.38
H 1.14 2.84 -2.06
H 0.32 2.39 -3.57
H -0.40 3.63 -2.48
H -1.50 -1.10 -0.82
H -3.47 -1.91 1.18
H -1.64 -3.40 1.87
H -1.39 -3.29 0.12
H 2.71 -2.29 -1.39
H 6.30 0.83 -0.27
H 6.62 2.23 1.73
H 3.13 0.87 3.45
H 0.15 -0.67 2.88
H -0.12 0.11 1.32
H -2.16 -1.26 3.09
H -2.29 1.29 1.40
H -3.59 0.66 2.42
H -2.07 1.21 3.15
```

***

Below is a structure of composition C2H2OS, with properties calculated with ωB97M-V/def2-TZVPD.

For the max |F|, the calculation gives 5.4 eV Å⁻¹. Its energy above the lowest of the compared OMol25 structures with the same formula, charge and spin is 3.901 eV. The value obtained for the molecular weight is 74.10 g mol⁻¹.

The geometry in XYZ format:
```
6
C2H2OS, DFT ωB97M-V/def2-TZVPD
C 0.87 -0.22 -0.10
C -0.26 0.15 0.11
O 2.17 -0.23 -0.13
S -2.61 -0.10 -0.04
H 2.52 -0.77 0.59
H -2.70 1.17 -0.42
```

***

Below is a structure of composition C35H80BClIN7NbO3P2, with properties calculated with ωB97M-V/def2-TZVPD.

Its total charge is -1. For the max |F|, the calculation gives 7.9 eV Å⁻¹. The value obtained for the molecular weight is 975.09 g mol⁻¹. The total energy is -3512.50913 a.u.

The geometry in XYZ format:
```
131
C35H80BClIN7NbO3P2, DFT ωB97M-V/def2-TZVPD
C -4.13 1.25 -1.74
C -2.92 1.75 -2.66
C -2.30 0.55 -3.57
C -1.21 1.12 -4.60
C -0.05 0.08 -5.01
C -0.55 -1.38 -5.41
C -0.84 -2.38 -4.19
C 0.30 -2.45 -3.06
C -0.44 -2.34 -1.64
C 0.32 -1.44 -0.54
C 0.87 -0.03 -1.10
C 0.65 1.22 -0.11
Nb 2.10 1.41 1.63
N 1.48 -0.51 2.31
Cl 2.61 3.74 0.78
C 3.43 1.86 3.39
C 3.77 0.72 4.44
C 4.28 -0.68 3.86
I 2.25 0.51 6.05
B 0.34 2.40 2.80
O -0.91 1.63 2.90
C 0.45 3.89 3.44
C -0.26 4.01 4.89
C 3.87 0.53 0.39
C 4.04 -1.00 0.11
C 5.20 -1.59 -0.76
C 6.25 -0.67 -1.42
C 6.15 0.86 -1.14
C 4.98 1.45 -0.26
H -4.94 2.07 -1.62
H -4.58 0.28 -2.16
H -3.76 1.03 -0.67
H -2.06 2.06 -1.96
H -3.20 2.62 -3.35
H -3.15 0.02 -4.13
H -1.75 -0.14 -2.84
H -0.68 2.00 -4.06
H -1.71 1.57 -5.52
H 0.45 0.53 -5.95
H 0.74 0.12 -4.19
H -1.56 -1.24 -5.96
H 0.16 -1.85 -6.20
H -1.89 -2.16 -3.79
H -0.92 -3.45 -4.65
H 1.17 -1.73 -3.21
H 0.77 -3.52 -3.10
H -1.52 -1.96 -1.69
H -0.51 -3.40 -1.19
H 1.16 -2.08 -0.09
H -0.49 -1.16 0.24
H 1.95 -0.11 -1.52
H 0.22 0.19 -2.04
H -0.42 1.15 0.32
H 0.72 2.17 -0.77
H 1.54 -0.64 3.33
H 0.45 -0.54 2.12
H 3.01 2.76 3.98
H 4.44 2.24 2.96
H 4.68 1.12 5.04
H 4.89 -0.54 2.90
H 5.03 -1.09 4.64
H 3.47 -1.49 3.77
H -1.06 1.35 3.83
H 1.52 4.29 3.40
H -0.16 4.59 2.73
H 0.54 4.01 5.70
H -0.96 3.12 5.04
H -0.90 4.95 4.88
H 3.29 -1.75 0.53
H 5.26 -2.72 -0.97
H 7.10 -1.02 -2.09
H 6.91 1.58 -1.61
H 5.00 2.58 -0.14
O 1.51 -6.11 -2.53
P 2.67 -7.09 -2.80
N 1.85 -7.83 -4.09
C 1.06 -9.03 -4.16
C 1.84 -7.10 -5.35
N 2.47 -7.88 -1.28
C 2.02 -9.24 -1.06
C 1.90 -7.06 -0.20
N 4.03 -8.16 -3.13
C 4.12 -9.36 -3.93
C 5.14 -8.06 -2.18
H 1.42 -9.68 -4.97
H 0.00 -8.81 -4.36
H 1.09 -9.65 -3.27
H 2.81 -7.17 -5.85
H 1.61 -6.04 -5.20
H 1.09 -7.49 -6.05
H 0.94 -9.35 -1.22
H 2.22 -9.56 -0.03
H 2.55 -9.97 -1.68
H 0.81 -6.97 -0.29
H 2.34 -6.06 -0.19
H 2.11 -7.50 0.79
H 3.55 -10.19 -3.52
H 5.16 -9.70 -4.03
H 3.80 -9.18 -4.96
H 5.01 -8.76 -1.34
H 5.21 -7.05 -1.77
H 6.11 -8.27 -2.65
O -2.95 8.36 4.01
P -4.41 8.14 3.57
N -4.85 7.41 5.05
C -4.96 6.03 5.44
C -5.06 8.31 6.17
N -3.96 7.03 2.33
C -4.25 5.61 2.27
C -2.61 7.20 1.76
N -6.08 7.97 3.04
C -7.17 7.18 3.58
C -6.34 8.37 1.66
H -5.95 5.84 5.88
H -4.20 5.75 6.18
H -4.88 5.32 4.62
H -6.01 8.84 6.07
H -4.26 9.06 6.24
H -5.07 7.79 7.13
H -3.63 5.03 2.96
H -4.07 5.21 1.27
H -5.31 5.39 2.46
H -1.84 6.78 2.43
H -2.38 8.26 1.61
H -2.51 6.72 0.79
H -7.02 6.11 3.46
H -8.12 7.42 3.08
H -7.36 7.41 4.63
H -6.21 7.53 0.96
H -5.65 9.17 1.36
H -7.35 8.78 1.53
```

***

Below is a cluster of 2 separate species, C3H10N2O in total, with properties calculated with ωB97M-V/def2-TZVPD.

For the max |F|, the calculation gives 2.1 eV Å⁻¹. Its energy above the lowest of the compared OMol25 structures with the same formula, charge and spin is 2.325 eV. The SMILES is C=CN.NCO. The value obtained for the molecular weight is 90.13 g mol⁻¹.

The geometry in XYZ format:
```
16
C3H10N2O, DFT ωB97M-V/def2-TZVPD
C 1.32 -1.27 0.46
C 2.38 -1.58 -0.27
N 0.11 -2.01 0.53
H 1.42 -0.66 1.36
H 3.41 -1.57 0.05
H 2.19 -2.32 -1.05
H -1.16 0.88 1.14
H 0.32 -2.98 0.69
H -0.42 -1.66 1.31
N -0.74 2.49 -0.38
C -1.73 1.45 -0.62
O -1.76 0.54 0.46
H 0.01 2.49 -1.05
H -1.21 3.39 -0.42
H -1.43 0.88 -1.50
H -2.72 1.90 -0.70
```

***

Below is a structure of composition C5H11NO, with properties calculated with ωB97M-V/def2-TZVPD.

For the max |F|, the calculation gives 3.4 eV Å⁻¹. Its energy above the lowest of the compared OMol25 structures with the same formula, charge and spin is 10.635 eV. The value obtained for the molecular weight is 101.15 g mol⁻¹.

The geometry in XYZ format:
```
18
C5H11NO, DFT ωB97M-V/def2-TZVPD
C 0.69 1.52 2.11
O -0.10 -2.50 0.49
C 0.66 0.31 1.54
C 0.37 0.05 0.19
C -0.28 1.04 -0.65
C -1.47 0.34 -1.31
N -0.53 0.82 -2.22
H 0.80 2.43 1.53
H 0.80 1.63 3.18
H -0.52 -3.19 1.03
H 0.86 -0.53 2.21
H 1.58 -1.89 -1.79
H 0.23 -0.99 -0.11
H 0.98 -2.23 -2.03
H 0.41 1.09 -1.69
H -0.55 1.98 -0.19
H -1.48 -0.74 -1.12
H -2.44 0.85 -1.17
```

***

Below is the ion C3H10NOS with charge +1, with properties calculated with ωB97M-V/def2-TZVPD.

Its total charge is +1. For the max |F|, the calculation gives 5.3 eV Å⁻¹. Its energy above the lowest of the compared OMol25 structures with the same formula, charge and spin is 1.669 eV. The SMILES is C[NH2+][C@@H](O)SC. The value obtained for the molecular weight is 108.19 g mol⁻¹.

The geometry in XYZ format:
```
16
C3H10NOS, DFT ωB97M-V/def2-TZVPD
C -1.91 -0.29 1.09
C 1.22 1.31 -1.70
C 0.58 -0.33 0.72
N -0.76 -0.74 0.21
O 1.48 -1.23 0.21
S 0.88 1.46 0.06
H -1.63 0.77 1.07
H -2.94 -0.36 0.74
H -2.02 -0.65 2.15
H 2.06 1.84 -1.96
H 0.37 1.68 -2.32
H 1.15 0.20 -2.02
H 0.52 -0.41 1.78
H -0.69 -0.47 -0.81
H -0.61 -1.74 0.25
H 2.32 -1.02 0.54
```

***

Below is the molecule C7H12NPS, with properties calculated with ωB97M-V/def2-TZVPD.

For the max |F|, the calculation gives 4.2 eV Å⁻¹. Its energy above the lowest of the compared OMol25 structures with the same formula, charge and spin is 1.924 eV. The SMILES is CP1CC[C@H]2/C(=C/[S-])[N@+]21C. The value obtained for the molecular weight is 173.22 g mol⁻¹.

The geometry in XYZ format:
```
22
C7H12NPS, DFT ωB97M-V/def2-TZVPD
C -0.83 0.70 2.60
C -0.19 0.65 1.40
C -0.19 1.57 -0.94
C -1.46 0.81 -1.14
C 0.63 1.02 0.27
C 1.20 -1.42 1.10
C 0.29 -1.16 -1.91
N 0.22 -0.39 0.50
P -0.93 -0.97 -0.65
S -1.73 -0.71 3.20
H -0.75 1.61 3.25
H 0.54 1.43 -1.73
H -0.37 2.59 -0.81
H -2.33 1.04 -0.51
H -1.76 0.80 -2.17
H 1.76 1.05 0.30
H 0.63 -2.40 1.36
H 1.99 -1.54 0.34
H 1.58 -1.05 1.98
H 0.74 -2.20 -1.98
H -0.17 -0.96 -2.80
H 1.14 -0.47 -1.65
```

***

Below is a structure of composition C27H30B2BaF6N15O4S2, with properties calculated with ωB97M-V/def2-TZVPD.

The multiplicity is 2. For the max |F|, the calculation gives 0.5 eV Å⁻¹. Its energy above the lowest of the compared OMol25 structures with the same formula, charge and spin is 0.019 eV. The value obtained for the molecular weight is 965.71 g mol⁻¹.

The geometry in XYZ format:
```
87
C27H30B2BaF6N15O4S2, DFT ωB97M-V/def2-TZVPD
Ba -0.35 -1.00 0.57
C -1.68 -3.92 -3.20
C -0.84 -2.97 -2.63
N -1.44 -2.35 -1.62
N -2.68 -2.89 -1.52
C -2.84 -3.84 -2.46
B -3.72 -2.52 -0.43
N -3.32 -3.06 0.96
C -3.84 -4.13 1.59
C -3.18 -4.29 2.80
C -2.26 -3.24 2.82
N -2.35 -2.50 1.72
N -3.92 -0.99 -0.36
C -5.09 -0.34 -0.55
C -4.88 1.00 -0.28
C -3.53 1.07 0.09
N -2.96 -0.13 0.03
H -1.48 -4.58 -4.03
H 0.17 -2.70 -2.90
H -3.77 -4.38 -2.53
H -4.77 -3.03 -0.75
H -4.63 -4.70 1.14
H -3.34 -5.05 3.54
H -1.53 -2.99 3.57
H -5.97 -0.88 -0.85
H -5.60 1.80 -0.32
H -2.94 1.92 0.39
C 3.09 -1.48 -2.33
C 3.00 -0.25 -1.49
C 4.06 0.46 -0.90
C 3.48 1.58 -0.37
N 2.16 1.52 -0.61
N 1.84 0.38 -1.30
B 1.11 2.59 -0.30
N 0.50 2.49 1.10
C 1.05 2.95 2.24
C 0.31 2.48 3.30
C -0.71 1.71 2.70
C -1.81 0.94 3.37
N -0.58 1.71 1.38
N 0.00 2.38 -1.43
C 0.03 3.09 -2.65
C -0.87 2.51 -3.49
C -1.43 1.46 -2.75
C -2.48 0.50 -3.12
N -0.84 1.42 -1.48
N 1.66 3.99 -0.49
C 1.11 5.15 -0.03
C 1.73 6.19 -0.66
C 2.69 5.58 -1.50
C 3.68 6.24 -2.41
N 2.63 4.26 -1.40
H 3.83 -2.16 -1.93
H 2.14 -2.00 -2.37
H 3.38 -1.21 -3.35
H 5.10 0.19 -0.88
H 3.91 2.42 0.15
H 1.93 3.57 2.23
H 0.47 2.65 4.35
H -1.45 0.48 4.29
H -2.64 1.61 3.62
H -2.21 0.16 2.72
H 0.72 3.91 -2.78
H -1.10 2.80 -4.50
H -2.74 0.60 -4.17
H -2.13 -0.51 -2.90
H -3.36 0.66 -2.49
H 0.31 5.13 0.70
H 1.55 7.24 -0.52
H 3.55 7.32 -2.39
H 4.70 6.00 -2.11
H 3.55 5.90 -3.44
F 2.93 -2.33 5.23
C 3.18 -1.38 4.34
F 2.96 -0.19 4.90
F 4.45 -1.45 3.96
S 2.06 -1.54 2.89
O 2.40 -0.47 1.99
O 0.70 -1.46 3.41
N 2.47 -2.96 2.41
S 1.79 -3.66 1.19
O 1.89 -2.91 -0.04
O 0.48 -4.19 1.47
C 2.92 -5.09 1.00
F 2.49 -5.83 -0.01
F 4.16 -4.67 0.74
F 2.94 -5.83 2.11
```